# 1
Below is a molecular structure, C4H8O at a distorted geometry, with properties calculated with ωB97M-V/def2-TZVPD.

Output
maximum force	1.08	eV Å⁻¹
LUMO energy	0.042	hartree
HOMO level	-8.50	eV

```
13
Properties=species:S:1:pos:R:3:forces:R:3
C 1.842859 0.098993 0.721965 0.22 0.16 0.14
O 0.782888 -0.675347 0.207334 -0.04 0.10 0.02
C -0.121144 0.079722 -0.553043 -0.03 -0.20 -0.42
C -1.411321 -0.629476 -0.719148 0.59 -0.34 -0.17
C -1.145318 0.914147 0.154787 -0.71 -0.81 -0.04
H 1.482411 0.858096 1.431863 0.03 -0.11 -0.12
H 2.400771 0.606948 -0.080006 -0.11 -0.10 0.11
H 2.517498 -0.585460 1.244372 -0.13 0.13 -0.10
H 0.336715 0.498737 -1.450910 0.07 -0.02 0.11
H -1.845229 -0.616524 -1.722877 -0.08 0.21 0.46
H -1.499947 -1.562987 -0.176428 -0.02 0.16 0.09
H -2.193862 0.404094 -0.270154 0.24 0.91 0.12
H -1.146319 0.609059 1.212246 -0.04 -0.11 -0.18
```
Positions in Å, forces in eV/Å.

***

# 2
Below is C4H8O in the gas phase at a distorted geometry, with properties calculated with ωB97M-V/def2-TZVPD.

Output
maximum force	4.73	eV Å⁻¹
LUMO energy	0.034	hartree
HOMO level	-9.09	eV
SMILES	CC1(O)CC1

```
13
Properties=species:S:1:pos:R:3:forces:R:3
C 0.223263 0.193148 1.461601 -0.99 0.47 -0.75
C -0.159413 0.316633 -0.167548 -0.61 0.22 2.13
O -0.519784 1.609133 -0.463644 -0.35 0.51 -0.47
C -0.797697 -0.879546 -0.826587 -0.15 0.28 0.63
C 0.676118 -0.598908 -1.013439 0.31 0.48 1.13
H 0.653052 -0.739607 1.917583 -0.42 0.44 -1.13
H -0.761027 0.304655 1.888533 -0.20 0.25 0.64
H 0.876814 1.013859 1.805976 -0.37 -0.12 -0.46
H 0.259865 2.060826 -0.812021 -0.20 -0.05 0.10
H -1.111067 -1.743988 -0.244036 0.03 0.16 0.02
H -1.511908 -0.625537 -1.618692 0.64 0.04 0.15
H 1.065019 -0.540698 0.077841 2.31 -2.74 -3.08
H 1.106766 -0.369969 -2.005567 0.00 0.04 1.11
```
Positions in Å, forces in eV/Å.

***

# 3
Below is 2 unconnected molecules or ions with the total composition C4H8O at a distorted geometry, with properties calculated with ωB97M-V/def2-TZVPD.

Output
maximum force	4.07	eV Å⁻¹
LUMO energy	0.024	hartree
HOMO level	-9.37	eV
SMILES	C=CC.C=O

```
13
Properties=species:S:1:pos:R:3:forces:R:3
C -0.630394 1.330335 -1.186565 -0.87 0.89 -0.57
C 0.243793 0.602628 -0.529753 2.35 -1.86 0.61
C 0.777819 -0.793298 -1.026698 -0.91 1.36 -3.73
H -0.786160 2.400165 -1.038236 -0.18 -0.35 0.85
H -1.291941 0.963052 -1.968641 0.72 -0.28 -0.43
H 0.672181 0.848857 0.455925 0.03 0.73 -1.06
H 0.560573 -0.799632 -2.204451 0.69 0.05 2.32
H 0.097783 -1.522185 -0.726677 -1.04 -1.61 0.96
H 1.807994 -1.219775 -0.932443 -0.74 1.25 0.55
C -0.334385 -0.488642 2.300805 -0.24 0.91 0.22
O 0.747423 0.038872 2.323389 -0.34 -0.61 0.73
H -1.012948 -0.662410 3.150382 0.62 -0.08 0.67
H -0.851738 -0.697965 1.382963 -0.08 -0.39 -1.12
```
Positions in Å, forces in eV/Å.

***

# 4
Below is C4H8O in the gas phase, with properties calculated with ωB97M-V/def2-TZVPD.

Output
maximum force	0.30	eV Å⁻¹
LUMO energy	0.043	hartree
HOMO level	-10.09	eV
SMILES	C[C@@H]1O[C@@H]1C

```
13
Properties=species:S:1:pos:R:3:forces:R:3
C -1.185211 -1.103360 -0.066288 -0.03 -0.04 0.00
C -0.744964 0.080743 0.766822 -0.02 -0.26 0.12
O -0.813722 1.344191 0.109559 -0.13 0.24 -0.08
C 0.468898 0.845394 0.458920 0.29 -0.03 0.06
C 1.408794 0.461763 -0.652993 -0.01 -0.01 -0.06
H -1.594937 -0.711266 -0.996909 -0.05 -0.12 -0.03
H -0.364522 -1.780510 -0.322126 -0.05 0.09 0.12
H -1.960019 -1.687152 0.436265 0.08 0.11 -0.03
H -1.098792 0.105073 1.798826 0.03 0.01 -0.17
H 0.928603 1.403220 1.277094 -0.02 -0.10 -0.09
H 2.276930 -0.061336 -0.237340 -0.09 0.07 -0.05
H 1.767930 1.348948 -1.183564 -0.04 -0.08 0.10
H 0.929974 -0.196624 -1.382573 0.03 0.12 0.10
```
Positions in Å, forces in eV/Å.

***

# 5
Below is C4H8O in the gas phase, with properties calculated with ωB97M-V/def2-TZVPD.

Output
maximum force	0.80	eV Å⁻¹
LUMO energy	0.039	hartree
HOMO level	-9.79	eV
SMILES	CCCC=O

```
13
Properties=species:S:1:pos:R:3:forces:R:3
C 0.124088 -0.225778 1.416887 0.48 0.03 0.14
C -0.907995 -0.131478 0.298493 0.09 -0.06 -0.03
C -0.292048 0.595204 -0.894293 0.03 0.15 -0.05
C 0.963467 -0.131821 -1.274744 0.24 0.16 -0.52
O 2.060637 0.363829 -1.352937 -0.35 -0.27 0.02
H 1.132269 -0.543252 1.068522 -0.77 -0.18 0.13
H 0.326602 0.753775 1.853173 -0.25 0.06 0.11
H -0.222753 -0.901066 2.196763 0.16 0.02 0.12
H -1.813308 0.385378 0.636040 0.18 -0.06 -0.02
H -1.225915 -1.137672 -0.004363 0.08 0.13 0.00
H -0.030270 1.630011 -0.656101 -0.08 -0.08 0.00
H -0.964028 0.587216 -1.758908 0.00 0.02 0.04
H 0.797072 -1.211813 -1.500289 0.19 0.08 0.05
```
Positions in Å, forces in eV/Å.

***

# 6
Below is a molecular structure, C4H8O2 at a distorted geometry, with properties calculated with ωB97M-V/def2-TZVPD.

Output
maximum force	2.73	eV Å⁻¹
LUMO energy	0.033	hartree
HOMO level	-10.47	eV

```
14
Properties=species:S:1:pos:R:3:forces:R:3
C 0.627617 -0.972804 -1.534965 0.12 -0.01 -0.02
C 0.066239 0.281402 -0.920128 -1.77 -0.78 -0.37
O 0.749067 0.846328 0.165657 -1.62 0.67 0.79
C -0.578642 0.981715 0.859510 1.93 1.47 1.24
O -1.299041 1.923936 0.715935 0.54 -0.65 0.11
C -0.557551 -0.070053 1.924059 -0.16 -0.04 0.16
H 1.545089 -0.799545 -2.102406 -0.05 0.07 0.09
H 0.833241 -1.715738 -0.756705 -0.03 0.08 -0.17
H -0.135679 -1.364598 -2.217383 0.24 -0.06 0.08
H -0.241729 1.060711 -1.622727 0.24 -0.12 -0.23
H -0.949100 0.004957 -0.419526 0.73 -0.71 -1.79
H -0.054698 -0.979994 1.590235 -0.11 0.21 0.04
H -1.531132 -0.292114 2.356270 -0.01 0.16 -0.08
H 0.076202 0.416118 2.673609 -0.05 -0.29 0.14
```
Positions in Å, forces in eV/Å.